Record 1
Formula: C18H23N5O3S
Source: the Open Molecules 2025 dataset
Level of theory: ωB97M-V/def2-TZVPD

ORCA input file:
```
! RIJCOSX wB97M-V def2-TZVPD def2/J DEFGRID3
* xyz 0 1
C -4.374 -3.820 -0.783
H -5.581 -5.089 -2.821
H -5.184 -2.764 -2.439
H -3.708 -4.648 -0.548
H -1.080 1.806 0.290
C -1.421 -3.033 0.716
C -0.089 4.885 0.249
H -1.517 -2.962 1.803
C 3.751 2.336 0.658
H 6.395 3.833 0.027
N 4.480 0.162 0.669
S -4.015 -2.389 0.212
C 1.728 -0.834 0.513
H 6.471 0.757 0.761
H 0.193 -3.019 -0.771
C 5.078 2.380 0.782
H 0.656 5.414 0.898
N -2.336 -2.084 -0.005
H -5.391 -4.145 -0.499
O -4.825 -1.250 -0.204
C 2.694 3.289 0.553
H -0.804 4.424 0.924
H 6.689 3.364 1.747
O 3.085 4.456 0.517
C 0.385 -1.253 0.398
N -4.696 -4.682 -3.062
C 5.928 3.570 0.985
N 1.407 2.877 0.325
C 2.049 0.509 0.559
C -0.255 1.083 0.342
C -0.624 -0.294 0.316
N 5.483 1.058 0.734
H 0.750 -3.360 0.866
H 5.331 4.434 1.313
H 2.539 -1.609 0.498
C 0.588 3.754 -0.551
H -0.189 3.200 -1.110
H -3.424 -3.089 -2.541
O -4.282 -2.627 1.634
C -4.393 -3.483 -2.236
H -3.924 -5.336 -2.968
C 3.409 0.951 0.629
H -0.625 5.589 -0.382
H -1.618 -4.088 0.463
H -2.433 -0.445 1.275
H 1.249 4.146 -1.344
C 1.075 1.494 0.457
H -2.613 -0.056 -0.438
C 0.062 -2.739 0.299
C -2.075 -0.676 0.291
*
```

Calculated values
SMILES   CCn1c(=O)c2c(C)[nH]nc2c2cc3c(cc21)CN(S(=O)(=O)CCN)CC3
HOMO energy   -8.253 eV
ΔE to the lowest compared entry with this formula, charge and spin   120.4 kJ/mol
Orbital gap   8.75 eV
E   -43467.080 eV
E_LUMO   0.5 eV

Record 2
Formula: C3H2ClNO2
Source: the Open Molecules 2025 dataset
Level of theory: ωB97M-V/def2-TZVPD

ORCA input file:
```
! RIJCOSX wB97M-V def2-TZVPD def2/J DEFGRID3
* xyz 0 3
O -1.651 0.316 1.882
Cl 1.754 -1.707 0.201
C 1.315 -0.012 -0.081
O -1.699 0.165 -1.816
N -0.170 0.078 0.013
C -1.311 0.160 0.773
C -1.340 0.165 -0.703
H 1.670 0.495 0.792
H 1.433 0.340 -1.060
*
```

Calculated values
<S²>   2.0126
HOMO energy (alpha / beta)   -5.992 / -10.984 eV
ΔE to the lowest compared entry with this formula, charge and spin   208.1 kJ/mol
Orbital gap (alpha / beta)   6.49 / 7.19 eV
E   -21244.279 eV
E_LUMO (alpha / beta)   0.5 / -3.8 eV

Record 3
Formula: C23H22IN4O4Ru
Source: the Open Molecules 2025 dataset
Level of theory: ωB97M-V/def2-TZVPD

ORCA input file:
```
! RIJCOSX wB97M-V def2-TZVPD def2/J DEFGRID3
* xyz 0 2
H -5.095 -1.518 -2.579
C 4.297 -2.738 -3.653
O -0.523 1.577 -0.578
C -0.964 2.395 0.345
H -5.145 0.292 -4.889
C -2.657 -2.321 -3.223
C -1.604 3.003 2.620
H -1.627 0.700 -2.105
O -5.521 -2.463 -4.380
H 4.293 -1.396 -5.344
N -4.718 -0.287 -4.183
H -1.366 3.898 -1.116
C -1.049 2.073 1.723
H 4.073 -3.835 -1.847
H 5.024 -3.415 -4.078
H -0.323 -3.004 -0.893
C 3.765 -2.964 -2.416
C -0.554 0.841 2.279
N -0.934 -1.106 -1.407
H -6.225 -3.047 -4.078
C -1.968 4.546 0.840
H -1.804 -4.158 -2.486
H 1.646 -3.050 1.861
H 0.176 -1.445 3.252
O -2.853 0.921 -4.538
C -0.985 -2.436 -1.529
C -1.719 -0.373 -2.201
H -3.328 -2.790 -3.932
C 2.391 -0.930 -2.552
H 1.710 -0.743 2.675
H 0.002 -2.807 1.244
H -1.656 2.736 3.670
H 2.720 -3.384 -0.119
I 2.728 1.341 0.620
H -2.474 4.934 2.906
C -5.508 -1.295 -3.565
H -0.683 0.710 3.354
C 0.963 -2.315 1.428
Ru 0.659 -0.010 -0.316
C -1.442 3.655 -0.064
N 1.465 -1.803 0.154
O 1.540 -0.056 -2.136
H -2.314 5.511 0.492
C 2.814 -2.093 -1.834
H 2.652 0.159 -4.374
C 3.880 -1.595 -4.363
C 0.740 -1.144 2.366
C -2.606 -0.941 -3.105
C 2.967 -0.725 -3.836
N 0.060 -0.075 1.630
C -3.394 -0.007 -3.976
H -6.525 -0.915 -3.441
C 2.328 -2.455 -0.540
C -1.819 -3.079 -2.421
C -2.060 4.227 2.200
*
```

Calculated values
<S²>   0.7566
HOMO energy (alpha / beta)   -7.399 / -7.481 eV
ΔE to the lowest compared entry with this formula, charge and spin   64.0 kJ/mol
Orbital gap (alpha / beta)   7.49 / 7.07 eV
E   -49043.498 eV
E_LUMO (alpha / beta)   0.1 / -0.4 eV

Record 4
Formula: C5H9N3O
Source: the Open Molecules 2025 dataset
Level of theory: ωB97M-V/def2-TZVPD

ORCA input file:
```
! RIJCOSX wB97M-V def2-TZVPD def2/J DEFGRID3
* xyz 0 1
C -1.898 -1.249 -0.385
C 2.355 -1.128 0.079
H -2.389 1.163 1.167
H -1.241 -1.639 -1.309
C -1.912 1.074 0.039
H -2.865 -1.098 -0.739
H 2.799 -1.833 0.763
N 0.987 -1.274 0.181
O 1.113 2.376 -0.354
C 0.339 -0.090 0.060
H -1.322 1.869 0.112
H -2.666 1.308 -0.712
H 1.618 1.121 1.300
N -1.008 0.003 -0.104
H -1.933 -2.004 0.594
N 2.907 -0.067 -0.593
C 1.096 1.322 0.313
H 4.020 0.148 -0.413
*
```

Calculated values
SMILES   [H]/N=C/N=C(\C=O)N(C)C
HOMO energy   -8.859 eV
ΔE to the lowest compared entry with this formula, charge and spin   484.0 kJ/mol
Orbital gap   9.34 eV
E   -11844.392 eV
E_LUMO   0.5 eV

Record 5
Formula: C28H33N3Se2Ti
Source: the Open Molecules 2025 dataset
Level of theory: ωB97M-V/def2-TZVPD

ORCA input file:
```
! RIJCOSX wB97M-V def2-TZVPD def2/J DEFGRID3
* xyz 4 1
C 1.769 0.254 -2.822
H -2.393 -1.042 4.981
C -0.496 -2.887 -1.006
C 3.530 -2.377 0.846
C -1.888 -0.747 4.070
Se 1.614 1.813 1.960
H 2.366 4.252 -1.826
H -0.323 -3.514 -0.132
H 2.612 0.224 -4.785
C 3.825 -1.368 -2.049
H -0.456 3.175 2.102
C -2.372 0.455 -1.361
C -4.836 -1.302 0.906
H 1.991 2.984 -3.002
Se 0.443 2.909 -1.017
H -0.942 -3.525 -1.774
C 2.712 -0.111 -3.762
H -0.654 -0.493 -2.251
C 3.770 -0.920 -3.366
C 2.018 -2.404 2.714
C -2.571 -1.976 0.059
C 1.200 -1.521 2.026
H 4.616 -2.034 -1.736
C -1.725 0.619 2.120
H 0.919 0.866 -3.108
C 3.394 2.503 1.547
H 3.519 2.779 0.510
H -4.289 0.896 -0.534
N -0.600 -0.006 1.735
H 2.935 2.567 -1.533
N 1.828 -0.142 -1.534
C 0.573 3.447 1.859
H 3.853 -3.518 2.638
H 3.539 3.364 2.200
C -1.285 -0.486 -1.356
Ti 0.378 0.392 -0.085
C -3.584 -1.008 0.160
H -4.703 -2.097 1.635
H -1.475 1.748 -2.858
H -2.787 2.504 -1.926
H -3.144 1.282 -3.133
H 4.435 -2.719 0.366
C -1.450 -1.765 -0.719
H -0.315 -2.196 4.282
C 0.703 4.135 0.518
C -0.718 -1.394 3.680
H -5.592 -1.638 0.189
C 2.153 3.190 -1.949
H -2.718 -2.943 0.526
C -3.456 0.203 -0.542
H -0.024 4.938 0.391
C 2.679 -1.489 0.210
C -2.428 1.571 -2.359
C -2.386 0.288 3.291
H -3.275 0.831 3.579
C 3.197 -2.830 2.119
H -5.240 -0.411 1.386
H 1.700 4.547 0.363
H 0.916 4.111 2.658
C -0.076 -0.977 2.527
H 4.531 -1.224 -4.074
C 2.833 -0.979 -1.164
H 0.459 -2.543 -1.408
N 1.545 -1.054 0.804
H 1.750 -2.756 3.700
H 4.092 1.717 1.827
H -2.101 1.402 1.470
*
```

Calculated values
HOMO energy   -20.643 eV
ΔE to the lowest compared entry with this formula, charge and spin   117.3 kJ/mol
Orbital gap   6.42 eV
E   -187811.841 eV
E_LUMO   -14.2 eV

Record 6
Formula: CH2N2O2S
Source: the Open Molecules 2025 dataset
Level of theory: ωB97M-V/def2-TZVPD

ORCA input file:
```
! RIJCOSX wB97M-V def2-TZVPD def2/J DEFGRID3
* xyz 0 1
N -1.449 0.249 -0.093
C -0.642 -0.614 -0.185
O 2.423 0.873 -0.066
S 2.217 -0.489 -0.489
O 2.312 -1.473 0.520
H -2.219 1.816 0.711
H -0.697 -1.714 -0.274
N -1.944 1.353 -0.126
*
```

Calculated values
HOMO energy   -9.421 eV
ΔE to the lowest compared entry with this formula, charge and spin   508.9 kJ/mol
Orbital gap   8.55 eV
E   -18976.054 eV
E_LUMO   -0.9 eV

Record 7
Formula: C39H32Cl13NO2PS
Source: the Open Molecules 2025 dataset
Level of theory: ωB97M-V/def2-TZVPD

ORCA input file:
```
! RIJCOSX wB97M-V def2-TZVPD def2/J DEFGRID3
* xyz -1 1
H -3.240 4.094 -0.890
C 2.700 0.269 9.389
H -3.836 -3.285 3.393
H 4.687 6.007 -5.573
H 6.091 9.578 -3.654
H 5.020 1.555 -4.266
H -4.236 -3.673 -5.503
H 1.601 -3.427 5.403
H 3.001 1.361 -2.499
Cl -6.173 -2.095 2.399
Cl 1.281 3.079 -2.269
Cl 4.080 3.716 -6.391
C 1.160 -2.490 3.519
C 5.336 9.043 -4.213
H 2.444 2.138 -5.777
H -1.070 4.601 -1.959
H 2.529 -1.965 -6.057
H -0.028 -1.394 10.510
C -5.572 -3.709 2.230
Cl -1.778 -3.196 -4.177
C -4.550 -6.272 1.961
C -0.417 -2.737 5.314
O 3.066 -1.267 -5.670
C 3.187 9.021 -5.287
H 2.145 0.842 -3.950
C -5.762 -3.405 -4.015
C -1.238 3.641 -1.491
H 2.614 7.173 -6.199
C -2.452 3.353 -0.892
H 1.050 0.825 10.646
H -0.666 -3.079 6.310
H -7.042 -3.076 -2.319
O 4.348 -2.715 -4.002
C 3.279 -0.742 8.641
C 2.672 -1.986 8.568
C -1.076 -1.654 3.268
H -6.574 -3.633 -4.694
C -3.674 -2.830 -2.284
H 5.070 -2.306 -3.515
C -5.741 -5.935 1.340
C 3.133 0.931 -3.485
H -6.275 -6.659 0.742
Cl 0.821 0.265 -0.901
C 3.381 7.694 -5.643
H 6.443 7.216 -4.294
Cl -2.973 -1.875 5.197
Cl 1.716 9.810 -5.751
C -1.639 1.170 -0.306
C -4.983 -2.799 -1.827
C 0.901 -1.203 9.991
C -4.454 -3.429 -4.473
C 0.197 -1.854 2.754
H -1.787 0.199 0.147
C -3.862 -5.322 2.705
H 2.151 -2.642 3.112
C 4.550 7.042 -5.289
Cl -2.262 -0.861 2.293
H -2.921 -5.574 3.177
C 0.853 -2.931 4.800
C -1.381 -2.098 4.549
C 4.165 9.696 -4.568
C 1.509 0.038 10.064
C -4.372 -4.042 2.838
C 4.003 1.939 -4.273
H -5.180 -2.550 -0.792
Cl 3.952 11.351 -4.099
Cl 0.698 -3.759 9.169
C -6.025 -3.093 -2.688
C 1.481 -2.218 9.245
Cl -2.395 -2.460 -1.181
H 4.204 -0.572 8.108
Cl -7.710 -4.235 0.641
P 3.189 -1.582 -4.067
C -6.252 -4.653 1.473
C -3.401 -3.150 -3.610
H 3.179 1.237 9.442
C 3.524 2.118 -5.697
Cl 3.411 -3.227 7.618
H -4.153 -7.272 1.851
H 4.019 2.908 -3.766
S 1.464 -2.369 -3.505
C 5.528 7.720 -4.573
H 3.965 1.384 -6.360
C -0.221 2.697 -1.499
H 0.424 -1.510 1.754
H -3.601 1.876 0.165
N 3.825 -0.345 -3.332
C -2.653 2.112 -0.300
C -0.417 1.456 -0.902
*
```

Calculated values
HOMO energy   -4.043 eV
ΔE to the lowest compared entry with this formula, charge and spin   20.7 kJ/mol
Orbital gap   5.74 eV
E   -229468.488 eV
E_LUMO   1.7 eV

Record 8
Formula: C10H21Cl15O2P
Source: the Open Molecules 2025 dataset
Level of theory: ωB97M-V/def2-TZVPD

ORCA input file:
```
! RIJCOSX wB97M-V def2-TZVPD def2/J DEFGRID3
* xyz -1 1
H 2.739 1.718 -0.726
H -4.300 -1.429 -5.312
O -0.273 2.124 0.058
H -4.128 1.292 -1.313
Cl 1.146 2.963 5.767
Cl -2.425 -2.186 4.662
Cl 3.184 4.571 -4.743
C 2.953 2.848 -4.408
Cl -3.537 -2.665 7.304
C 1.227 -1.756 1.391
H 0.919 0.678 6.185
H 0.788 -2.733 1.172
Cl 2.201 -3.896 -2.664
Cl -0.903 1.144 4.796
Cl 4.378 2.184 -3.589
H 2.780 -2.903 -4.693
C 0.772 1.294 5.308
Cl -4.831 -2.024 -3.121
H 1.277 -1.218 -0.691
H 2.763 -1.955 -0.107
P -2.824 1.207 -0.633
H -1.874 -3.861 6.185
Cl 1.857 0.722 4.048
H 1.908 -1.866 2.238
H 1.429 2.964 0.704
H -2.964 -0.290 -0.515
C -2.113 -2.809 6.268
Cl -2.365 -0.877 -4.135
H -2.639 2.664 -0.726
H 0.423 -1.075 1.670
C 2.354 -2.527 -3.773
Cl 0.782 -1.832 -4.136
O 2.568 0.013 0.336
C 1.964 -1.256 0.163
H -3.507 1.367 0.688
H 2.866 2.343 -5.361
H -2.121 1.037 -1.945
H 0.992 1.475 1.568
Cl -4.847 0.616 -4.333
Cl 1.499 2.559 -3.484
H -0.656 0.103 -0.264
Cl -0.720 -2.013 7.016
C -4.106 -0.981 -4.347
Cl 3.450 -1.312 -3.120
H 1.329 0.742 -1.158
C 1.016 1.958 0.582
C 1.928 1.109 -0.318
C -1.113 0.985 0.214
H -1.250 0.784 1.292
*
```

Calculated values
HOMO energy   -3.068 eV
Orbital gap   5.16 eV
E   -211926.388 eV
E_LUMO   2.1 eV

Record 9
Formula: C39H63CaFNOP2
Source: the Open Molecules 2025 dataset
Level of theory: ωB97M-V/def2-TZVPD

ORCA input file:
```
! RIJCOSX wB97M-V def2-TZVPD def2/J DEFGRID3
* xyz 1 1
H -4.653 -5.910 20.819
H -1.596 -3.876 16.274
C -1.700 -13.647 15.807
C -1.771 -12.329 18.828
C -1.754 -7.520 12.375
C -3.006 -5.575 14.294
C 2.475 -8.875 20.391
H 2.102 -3.213 14.270
H 2.689 -11.787 19.987
C -1.843 -14.874 15.134
C -1.327 -16.026 15.658
C 1.918 -5.157 15.351
H 2.997 -5.330 15.327
C -0.112 -5.420 16.982
H -4.155 -12.486 21.955
H -2.715 -10.328 21.421
C -2.061 -6.737 14.790
C -4.801 -5.655 18.619
H -2.901 -4.674 14.978
H 4.556 -9.329 17.883
C -2.514 -6.316 11.822
C -0.077 -14.699 17.282
H 1.448 -5.720 14.540
H -1.287 -7.217 19.312
P -1.258 -6.816 16.510
H 2.636 -13.804 17.230
H 3.381 -8.948 16.671
H -2.459 -10.760 16.437
H -2.451 -8.372 12.522
H -4.280 -14.201 20.316
H 3.516 -8.627 20.635
H -1.455 -10.752 14.957
H 1.941 -5.260 17.527
C -2.705 -6.770 17.679
C -2.749 -5.155 12.822
C 1.691 -3.649 15.215
H 4.302 -11.018 19.584
H -0.218 -5.468 18.094
H 1.885 -7.938 20.312
C -1.030 -7.130 13.674
C -2.651 -5.606 19.976
C -0.447 -15.944 16.735
H -4.254 -5.815 16.522
H -3.481 -6.651 11.447
H -2.729 -14.202 18.324
C 1.364 -5.711 16.707
H -3.225 -10.595 14.865
C 1.019 -14.813 18.339
H 0.075 -16.810 17.153
H -1.623 -17.031 15.334
C -2.720 -13.399 19.065
H -2.178 -5.800 20.946
H -3.305 -4.654 17.490
C 0.164 -3.430 15.245
C -4.143 -12.967 15.729
H -0.384 -6.277 13.524
C -2.696 -12.614 15.297
H 3.337 -11.926 18.368
C 0.870 -13.942 19.577
H -0.309 -3.273 17.231
H 3.195 -14.976 18.387
C -3.555 -13.417 20.145
C -2.762 -11.261 20.824
H -0.986 -7.813 11.672
P 2.358 -9.746 18.819
C 2.422 -14.777 17.657
C -2.330 -6.890 19.178
O -0.502 -8.158 16.617
H -0.097 -14.165 20.085
H 2.040 -9.470 21.168
H -0.079 -2.365 15.248
C 3.566 -8.823 17.739
H 2.219 -3.130 16.014
H -1.861 -4.470 12.745
C -0.514 -4.012 16.457
H -2.164 -4.747 19.530
H -4.043 -5.905 14.446
H -1.973 -6.002 10.925
H 1.571 -6.807 16.857
N -0.937 -12.354 17.719
H -3.292 -7.672 17.365
H 0.981 -15.871 18.762
H 1.632 -14.138 20.319
C -3.763 -5.654 17.476
H 0.888 -12.846 19.387
C -0.821 -13.548 16.918
C -2.396 -11.113 15.402
H -2.441 -14.933 14.218
H -5.592 -4.928 18.343
H 2.425 -15.541 16.871
H -0.406 -7.960 14.015
H -3.596 -4.507 12.532
H -4.858 -12.353 15.184
H -4.374 -4.258 20.257
H -4.359 -13.997 15.422
C -3.560 -12.385 21.055
Ca -0.203 -10.176 17.465
C -1.828 -11.284 19.784
C -4.177 -5.315 20.012
C 3.270 -11.277 19.246
H -4.376 -12.893 16.824
H -5.284 -6.631 18.637
H -0.284 -3.883 14.333
H 3.635 -7.773 18.015
H -2.672 -12.800 14.226
H -2.910 -7.693 19.664
H -2.722 -7.635 14.886
F -0.951 -10.152 19.678
*
```

Calculated values
HOMO energy   -9.234 eV
ΔE to the lowest compared entry with this formula, charge and spin   142.3 kJ/mol
Orbital gap   6.94 eV
E   -84734.845 eV
E_LUMO   -2.3 eV

Record 10
Formula: CH6N4
Source: the Open Molecules 2025 dataset
Level of theory: ωB97M-V/def2-TZVPD

ORCA input file:
```
! RIJCOSX wB97M-V def2-TZVPD def2/J DEFGRID3
* xyz 0 1
N -2.267 -0.083 0.239
H 0.526 -1.424 -0.380
N 1.122 -0.449 -0.411
H 2.679 0.536 -0.076
H 2.032 0.205 1.280
N -0.957 -0.634 0.363
H -2.296 1.239 0.074
N 2.159 -0.144 0.355
C 0.020 0.197 -0.226
H -0.187 1.270 -0.508
H -2.831 -0.713 -0.710
*
```

Calculated values
HOMO energy   -8.432 eV
ΔE to the lowest compared entry with this formula, charge and spin   556.9 kJ/mol
Orbital gap   9.13 eV
E   -7088.286 eV
E_LUMO   0.7 eV

Record 11
Formula: C6H8N2O
Source: the Open Molecules 2025 dataset
Level of theory: ωB97M-V/def2-TZVPD

ORCA input file:
```
! RIJCOSX wB97M-V def2-TZVPD def2/J DEFGRID3
* xyz 0 1
C 1.219 -1.299 -0.049
H -1.726 1.973 -1.243
H 1.648 0.354 1.902
C 0.058 -1.768 0.720
C -1.180 1.646 -0.361
H -0.757 -2.275 0.222
H -1.886 1.506 0.457
H 0.724 0.186 -2.881
N 0.739 0.622 1.543
O 2.350 -1.540 -0.362
H -0.469 2.427 -0.092
N -1.007 -0.482 -1.732
C -0.459 0.353 -0.633
C 0.114 0.013 -2.016
H 0.271 -2.148 1.711
H 0.076 0.683 2.308
C 0.286 -0.252 0.507
*
```

Calculated values
SMILES   C[C@]1([C@@]2(N)CC2=O)C=N1
HOMO energy   -8.701 eV
ΔE to the lowest compared entry with this formula, charge and spin   409.6 kJ/mol
Orbital gap   9.31 eV
E   -11375.101 eV
E_LUMO   0.6 eV